[1]
# C4H30BO23

A molecular structure, C4H30BO23 at a distorted geometry (wB97M-V/def2-TZVPD, the Open Molecules 2025 dataset).

Summary:
orbital gap = 10.3 eV
E = -52408.16678 eV
energy relative to the best compared isomer or geometry (same formula, charge and spin) = 6.458 eV
total charge = -1
LUMO level = 1.8 eV

CARTESIAN COORDINATES (ANGSTROEM)
O (0.93, -0.80, -3.45)
C (0.41, -0.50, -2.38)
O (1.11, -0.08, -1.45)
B (0.31, 0.13, -0.13)
O (-1.08, -0.01, -0.82)
C (-0.93, -0.50, -1.96)
O (-1.99, -0.78, -2.65)
O (0.40, 1.39, 0.56)
C (0.68, 1.03, 1.71)
O (0.66, 1.73, 2.63)
C (0.88, -0.45, 1.82)
O (0.62, -0.98, 0.77)
O (1.34, -1.03, 2.76)
O (-2.21, -0.84, 2.01)
H (-1.48, -1.09, 2.55)
H (-2.43, -1.53, 1.38)
O (-4.67, -0.35, -3.88)
H (-3.97, -0.05, -3.40)
H (-4.33, -0.94, -4.63)
O (2.69, -0.65, 5.02)
H (2.05, -0.59, 5.74)
H (2.33, -0.68, 4.18)
O (-2.92, -3.38, -1.59)
H (-3.75, -3.66, -2.01)
H (-2.98, -2.39, -1.79)
O (2.48, -2.86, -2.51)
H (2.22, -3.15, -1.57)
H (2.14, -1.96, -2.66)
O (3.03, 3.92, 2.87)
H (3.47, 3.39, 2.08)
H (2.78, 3.18, 3.57)
O (-0.93, -2.63, 3.98)
H (-1.75, -2.70, 4.43)
H (-0.41, -2.31, 4.82)
O (-3.40, 1.33, 0.87)
H (-3.84, 1.60, 1.58)
H (-2.97, 0.55, 1.22)
O (2.56, 3.07, -1.98)
H (1.86, 2.48, -2.40)
H (2.65, 2.99, -1.05)
O (1.34, -3.69, 1.52)
H (0.54, -4.27, 1.41)
H (0.98, -2.97, 2.09)
O (-2.41, 3.06, -1.30)
H (-2.53, 2.33, -0.73)
H (-2.17, 3.87, -1.02)
O (3.39, -1.69, -5.51)
H (2.66, -1.30, -5.76)
H (3.18, -2.16, -4.75)
O (-0.52, 1.69, 5.36)
H (-0.37, 1.84, 4.44)
H (0.26, 2.16, 5.85)
O (0.18, 4.51, 1.05)
H (0.00, 3.41, 1.04)
H (1.01, 4.53, 0.78)
O (0.79, -0.77, -6.17)
H (0.96, -0.07, -5.50)
H (1.15, -0.33, -7.05)

Charges computed using natural (NBO), reported in e: number 1, O, carries -0.60; number 2, C, carries 0.68; number 3, O, carries -0.61; number 4, B, carries 1.17; number 5, O, carries -0.60; number 6, C, carries 0.67; number 7, O, carries -0.63; number 8, O, carries -0.62; number 9, C, carries 0.67; number 10, O, carries -0.56; number 11, C, carries 0.69; number 12, O, carries -0.58; number 13, O, carries -0.62; number 14, O, carries -0.98; number 15, H, carries 0.50; number 16, H, carries 0.50; number 17, O, carries -0.96; number 18, H, carries 0.49; number 19, H, carries 0.47; number 20, O, carries -0.97; number 21, H, carries 0.47; number 22, H, carries 0.49; number 23, O, carries -0.96; number 24, H, carries 0.46; number 25, H, carries 0.49; number 26, O, carries -0.98; number 27, H, carries 0.48; number 28, H, carries 0.48; number 29, O, carries -0.95; number 30, H, carries 0.47; number 31, H, carries 0.49; number 32, O, carries -0.94; number 33, H, carries 0.47; number 34, H, carries 0.48; number 35, O, carries -0.96; number 36, H, carries 0.45; number 37, H, carries 0.49; number 38, O, carries -0.96; number 39, H, carries 0.49; number 40, H, carries 0.47; number 41, O, carries -0.96; number 42, H, carries 0.46; number 43, H, carries 0.48; number 44, O, carries -0.99; number 45, H, carries 0.51; number 46, H, carries 0.47; number 47, O, carries -0.94; number 48, H, carries 0.46; number 49, H, carries 0.47; number 50, O, carries -0.96; number 51, H, carries 0.49; number 52, H, carries 0.47; number 53, O, carries -0.93; number 54, H, carries 0.47; number 55, H, carries 0.45; number 56, O, carries -0.94; number 57, H, carries 0.49; number 58, H, carries 0.46


[2]
# C32H46ClLuN7O2PS

A molecular structure, C32H46ClLuN7O2PS at a distorted geometry (wB97M-V/def2-TZVPD, the Open Molecules 2025 dataset).

Summary:
orbital gap = 2.0 eV
E = -114721.78074 eV
energy relative to the best compared isomer or geometry (same formula, charge and spin) = 0.707 eV
total charge = 0
LUMO level = -1.9 eV

CARTESIAN COORDINATES (ANGSTROEM)
Lu (-5.48, -14.24, -6.96)
C (-2.84, -22.08, -3.33)
C (-3.96, -21.71, -2.55)
C (-5.06, -21.58, -3.41)
C (-4.56, -21.85, -4.68)
C (-3.18, -22.07, -4.66)
C (-2.24, -22.23, -5.81)
C (-1.66, -23.66, -6.04)
C (-2.95, -21.86, -7.16)
C (-1.01, -21.33, -5.66)
C (-6.52, -21.04, -3.22)
C (-6.51, -19.70, -3.80)
C (-7.44, -21.94, -4.17)
C (-7.27, -21.18, -1.86)
C (-3.85, -21.45, -1.04)
C (-4.15, -19.98, -0.82)
C (-2.33, -21.54, -0.77)
C (-4.61, -22.53, -0.27)
H (-1.87, -22.29, -2.81)
H (-5.23, -21.88, -5.50)
H (-2.56, -24.30, -6.20)
H (-1.12, -24.09, -5.20)
H (-1.13, -23.61, -6.98)
H (-3.81, -22.56, -7.30)
H (-2.19, -22.08, -7.97)
H (-3.18, -20.81, -7.09)
H (-0.55, -21.43, -4.72)
H (-1.26, -20.23, -5.72)
H (-0.29, -21.61, -6.40)
H (-5.95, -18.97, -3.18)
H (-7.50, -19.33, -4.12)
H (-5.99, -19.76, -4.76)
H (-7.11, -21.64, -5.19)
H (-8.52, -21.80, -3.97)
H (-7.22, -23.01, -3.94)
H (-6.84, -20.57, -1.11)
H (-7.22, -22.24, -1.66)
H (-8.36, -20.86, -1.99)
H (-5.14, -19.70, -1.14)
H (-3.36, -19.36, -1.33)
H (-4.00, -19.81, 0.29)
H (-1.93, -20.72, -1.40)
H (-1.89, -22.54, -1.15)
H (-2.15, -21.45, 0.34)
H (-5.37, -23.08, -0.84)
H (-5.06, -22.25, 0.69)
H (-3.89, -23.29, 0.06)
C (-10.91, -15.09, -7.23)
N (-9.58, -15.53, -7.06)
C (-9.11, -16.82, -7.36)
C (-7.78, -16.83, -7.09)
N (-7.39, -15.51, -6.78)
C (-8.55, -14.80, -6.66)
P (-8.69, -13.09, -6.08)
C (-7.70, -12.16, -7.38)
N (-6.38, -12.32, -7.65)
C (-5.96, -11.16, -8.33)
C (-7.04, -10.40, -8.72)
N (-8.15, -11.04, -8.06)
C (-9.55, -10.58, -8.14)
C (-7.51, -12.91, -4.65)
N (-6.23, -13.26, -4.75)
C (-5.67, -12.91, -3.50)
C (-6.60, -12.41, -2.64)
N (-7.85, -12.43, -3.39)
C (-9.14, -12.05, -2.83)
H (-11.11, -14.74, -8.30)
H (-11.04, -14.13, -6.68)
H (-11.70, -15.87, -7.04)
H (-9.64, -17.55, -7.93)
H (-7.02, -17.60, -7.18)
H (-4.88, -11.04, -8.56)
H (-7.15, -9.56, -9.41)
H (-9.52, -9.82, -8.92)
H (-9.77, -10.02, -7.19)
H (-10.26, -11.38, -8.33)
H (-4.64, -13.23, -3.32)
H (-6.50, -11.96, -1.65)
H (-8.97, -11.45, -1.94)
H (-9.69, -13.00, -2.54)
H (-9.78, -11.53, -3.54)
Cl (-1.72, -17.00, -4.48)
C (-1.93, -15.44, -5.25)
C (-3.30, -14.93, -5.79)
O (-4.28, -15.77, -5.84)
O (-3.42, -13.73, -6.17)
H (-1.33, -15.48, -6.20)
H (-1.51, -14.70, -4.59)
S (-3.76, -17.58, -9.09)
C (-4.34, -16.10, -9.03)
N (-4.83, -14.97, -8.99)

Charges computed using Löwdin, reported in e: number 1, Lu, carries 1.66; number 2, C, carries -0.08; number 3, C, carries -0.20; number 4, C, carries -0.18; number 5, C, carries -0.09; number 6, C, carries -0.25; number 7, C, carries -0.56; number 8, C, carries -0.07; number 9, C, carries -0.07; number 10, C, carries -0.07; number 11, C, carries -0.53; number 12, C, carries -0.10; number 13, C, carries -0.08; number 14, C, carries -0.06; number 15, C, carries -0.54; number 16, C, carries -0.07; number 17, C, carries -0.11; number 18, C, carries -0.05; number 19, H, carries 0.08; number 20, H, carries 0.06; number 21, H, carries 0.09; number 22, H, carries 0.08; number 23, H, carries 0.05; number 24, H, carries 0.09; number 25, H, carries 0.08; number 26, H, carries 0.06; number 27, H, carries 0.05; number 28, H, carries 0.09; number 29, H, carries 0.06; number 30, H, carries 0.08; number 31, H, carries 0.07; number 32, H, carries 0.08; number 33, H, carries 0.06; number 34, H, carries 0.06; number 35, H, carries 0.09; number 36, H, carries 0.04; number 37, H, carries 0.06; number 38, H, carries 0.09; number 39, H, carries 0.03; number 40, H, carries 0.10; number 41, H, carries 0.09; number 42, H, carries 0.07; number 43, H, carries 0.09; number 44, H, carries 0.09; number 45, H, carries 0.06; number 46, H, carries 0.07; number 47, H, carries 0.07; number 48, C, carries -0.06; number 49, N, carries -0.14; number 50, C, carries 0.00; number 51, C, carries -0.03; number 52, N, carries -0.06; number 53, C, carries -0.48; number 54, P, carries 1.17; number 55, C, carries -0.42; number 56, N, carries -0.11; number 57, C, carries -0.08; number 58, C, carries 0.00; number 59, N, carries -0.12; number 60, C, carries -0.02; number 61, C, carries -0.45; number 62, N, carries -0.02; number 63, C, carries -0.09; number 64, C, carries 0.00; number 65, N, carries -0.11; number 66, C, carries -0.03; number 67, H, carries 0.11; number 68, H, carries 0.06; number 69, H, carries 0.12; number 70, H, carries 0.13; number 71, H, carries 0.13; number 72, H, carries 0.14; number 73, H, carries 0.13; number 74, H, carries 0.09; number 75, H, carries 0.11; number 76, H, carries 0.08; number 77, H, carries 0.12; number 78, H, carries 0.13; number 79, H, carries 0.09; number 80, H, carries 0.11; number 81, H, carries 0.08; number 82, Cl, carries 0.62; number 83, C, carries -0.53; number 84, C, carries -0.69; number 85, O, carries -0.16; number 86, O, carries -0.14; number 87, H, carries 0.11; number 88, H, carries 0.07; number 89, S, carries 0.63; number 90, C, carries -1.02; number 91, N, carries -0.16


[3]
# C29H72NO11S7

8 unconnected molecules or ions with the total composition C29H72NO11S7 at a distorted geometry (wB97M-V/def2-TZVPD, the Open Molecules 2025 dataset).

Summary:
orbital gap = 2.9 eV
E = -131089.19318 eV
total charge = -1
LUMO level = 1.8 eV

CARTESIAN COORDINATES (ANGSTROEM)
C (7.84, -0.95, -3.06)
C (7.14, 0.35, -3.41)
O (5.97, 0.47, -2.64)
C (5.18, 1.56, -3.08)
C (4.13, 1.92, -2.05)
O (2.99, 1.12, -2.15)
C (1.83, 1.81, -2.56)
C (1.07, 2.41, -1.37)
O (0.73, 1.38, -0.49)
C (-0.69, 1.18, -0.41)
C (-1.24, 0.29, -1.46)
C (-2.76, 0.20, -1.27)
C (-3.52, 1.34, -1.93)
O (-3.38, 1.41, -3.33)
C (-2.45, 2.38, -3.75)
C (-2.41, 2.42, -5.28)
N (-0.70, -1.12, -1.24)
C (-0.50, -1.96, -2.16)
C (0.67, -1.90, -3.14)
C (-1.42, -3.15, -2.41)
H (7.85, -1.09, -1.98)
H (7.37, -1.79, -3.56)
H (8.87, -0.88, -3.40)
H (7.82, 1.18, -3.16)
H (6.93, 0.41, -4.48)
H (4.70, 1.35, -4.05)
H (5.84, 2.42, -3.22)
H (3.90, 2.98, -2.21)
H (4.61, 1.85, -1.07)
H (2.07, 2.63, -3.26)
H (1.13, 1.14, -3.05)
H (0.20, 2.92, -1.79)
H (1.75, 3.15, -0.92)
H (-0.90, 0.79, 0.61)
H (-1.22, 2.14, -0.46)
H (-2.95, 0.30, -0.17)
H (-3.09, -0.77, -1.62)
H (-4.58, 1.25, -1.68)
H (-3.18, 2.27, -1.46)
H (-1.45, 2.14, -3.38)
H (-2.72, 3.37, -3.35)
H (-3.10, 1.69, -5.69)
H (-2.64, 3.42, -5.66)
H (-1.41, 2.18, -5.63)
H (1.11, -2.90, -3.19)
H (1.43, -1.21, -2.79)
H (0.34, -1.64, -4.15)
H (-1.74, -3.07, -3.45)
H (-2.23, -3.17, -1.70)
H (-0.80, -4.06, -2.36)
C (-6.90, -1.92, 0.62)
S (-5.11, -1.96, 0.80)
O (-4.56, -2.38, -0.52)
C (-5.07, -3.42, 1.85)
H (-7.15, -1.10, -0.06)
H (-7.25, -2.86, 0.19)
H (-7.35, -1.75, 1.59)
H (-5.54, -4.25, 1.32)
H (-5.58, -3.20, 2.78)
H (-4.02, -3.66, 2.05)
C (4.82, 5.95, -0.34)
S (3.22, 5.19, 0.00)
O (2.17, 6.13, -0.49)
C (3.31, 5.37, 1.78)
H (4.96, 5.98, -1.42)
H (4.85, 6.96, 0.06)
H (5.61, 5.35, 0.11)
H (3.42, 6.43, 2.03)
H (4.15, 4.80, 2.16)
H (2.38, 4.99, 2.21)
C (0.37, -4.74, 0.92)
S (-1.36, -5.12, 1.18)
O (-1.55, -5.36, 2.65)
C (-1.31, -6.74, 0.40)
H (0.56, -3.76, 1.37)
H (0.99, -5.50, 1.39)
H (0.57, -4.69, -0.15)
H (-0.57, -7.38, 0.90)
H (-1.05, -6.62, -0.65)
H (-2.30, -7.19, 0.49)
C (3.48, 11.94, -0.66)
S (3.80, 10.65, 0.55)
O (5.27, 10.38, 0.52)
C (3.00, 9.33, -0.35)
H (3.94, 12.86, -0.30)
H (3.91, 11.66, -1.62)
H (2.40, 12.08, -0.75)
H (3.47, 9.22, -1.33)
H (1.94, 9.55, -0.46)
H (3.12, 8.41, 0.21)
C (0.63, 1.64, 5.37)
S (1.46, 1.79, 3.78)
O (2.29, 3.03, 3.85)
C (0.00, 2.19, 2.83)
H (1.38, 1.44, 6.13)
H (0.12, 2.58, 5.60)
H (-0.09, 0.82, 5.32)
H (-0.46, 3.09, 3.24)
H (-0.69, 1.35, 2.87)
H (0.30, 2.36, 1.80)
C (-7.86, -0.99, 5.44)
S (-6.08, -1.05, 5.63)
O (-5.52, -1.46, 4.32)
C (-6.04, -2.50, 6.69)
H (-8.10, -0.17, 4.77)
H (-8.22, -1.93, 5.02)
H (-8.32, -0.81, 6.42)
H (-6.52, -3.33, 6.18)
H (-6.56, -2.27, 7.63)
H (-5.00, -2.73, 6.89)
C (-0.57, -11.18, -0.25)
S (-0.30, -10.50, 1.40)
O (0.46, -9.24, 1.23)
C (0.87, -11.76, 1.93)
H (-1.24, -10.51, -0.77)
H (0.39, -11.23, -0.77)
H (-1.02, -12.17, -0.17)
H (1.72, -11.78, 1.26)
H (0.37, -12.73, 1.95)
H (1.20, -11.50, 2.94)

Atom charges from the Löwdin analysis, given in e for atoms 1 to 99: number 1, C, carries -0.08; number 2, C, carries -0.31; number 3, O, carries -0.13; number 4, C, carries -0.20; number 5, C, carries -0.21; number 6, O, carries -0.11; number 7, C, carries -0.19; number 8, C, carries -0.22; number 9, O, carries -0.14; number 10, C, carries -0.28; number 11, C, carries -0.29; number 12, C, carries -0.20; number 13, C, carries -0.24; number 14, O, carries -0.15; number 15, C, carries -0.31; number 16, C, carries -0.07; number 17, N, carries 0.08; number 18, C, carries -0.44; number 19, C, carries -0.05; number 20, C, carries -0.06; number 21, H, carries 0.08; number 22, H, carries 0.07; number 23, H, carries 0.07; number 24, H, carries 0.11; number 25, H, carries 0.12; number 26, H, carries 0.13; number 27, H, carries 0.12; number 28, H, carries 0.10; number 29, H, carries 0.13; number 30, H, carries 0.12; number 31, H, carries 0.11; number 32, H, carries 0.12; number 33, H, carries 0.07; number 34, H, carries 0.09; number 35, H, carries 0.11; number 36, H, carries 0.09; number 37, H, carries 0.08; number 38, H, carries 0.11; number 39, H, carries 0.10; number 40, H, carries 0.08; number 41, H, carries 0.11; number 42, H, carries 0.07; number 43, H, carries 0.06; number 44, H, carries 0.06; number 45, H, carries 0.06; number 46, H, carries 0.06; number 47, H, carries 0.07; number 48, H, carries 0.07; number 49, H, carries 0.05; number 50, H, carries 0.05; number 51, C, carries -0.27; number 52, S, carries 0.80; number 53, O, carries -0.54; number 54, C, carries -0.27; number 55, H, carries 0.04; number 56, H, carries 0.05; number 57, H, carries 0.04; number 58, H, carries 0.06; number 59, H, carries 0.02; number 60, H, carries 0.03; number 61, C, carries -0.26; number 62, S, carries 0.80; number 63, O, carries -0.55; number 64, C, carries -0.26; number 65, H, carries 0.05; number 66, H, carries 0.04; number 67, H, carries 0.05; number 68, H, carries 0.05; number 69, H, carries 0.06; number 70, H, carries 0.03; number 71, C, carries -0.26; number 72, S, carries 0.79; number 73, O, carries -0.57; number 74, C, carries -0.28; number 75, H, carries 0.05; number 76, H, carries 0.06; number 77, H, carries 0.05; number 78, H, carries 0.01; number 79, H, carries 0.05; number 80, H, carries 0.05; number 81, C, carries -0.28; number 82, S, carries 0.80; number 83, O, carries -0.56; number 84, C, carries -0.27; number 85, H, carries 0.04; number 86, H, carries 0.06; number 87, H, carries 0.05; number 88, H, carries 0.07; number 89, H, carries 0.06; number 90, H, carries 0.01; number 91, C, carries -0.28; number 92, S, carries 0.82; number 93, O, carries -0.58; number 94, C, carries -0.27; number 95, H, carries 0.04; number 96, H, carries 0.05; number 97, H, carries 0.05; number 98, H, carries 0.06; number 99, H, carries 0.05